Formula: C4H11S
Source: the OMol25 dataset
Level of theory: wB97M-V/def2-TZVPD

Each line ends with the Mulliken charge.
Element x y z (Å)
C 1.96538 1.30037 -1.20542  -0.626
C 1.27897 0.99344 -2.55127  -0.852
H 2.39752 2.29655 -1.17741  0.299
H 1.13055 1.38776 -0.50296  0.099
H 2.65825 0.53973 -0.87117  0.267
H 0.79321 1.92276 -2.84679  0.251
H 0.58915 0.15219 -2.57945  0.276
H 2.01380 0.73285 -3.32129  0.316
C -2.07318 -1.41964 0.23876  -1.053
C -1.28816 -0.15745 0.51835  -0.201
S 0.00837 -0.44935 1.79724  -0.104
H -1.43705 -2.17557 -0.21846  0.321
H -2.46449 -1.86951 1.14654  0.324
H -2.92280 -1.17166 -0.40303  0.305
H -0.82993 0.29805 -0.35475  0.072
H -1.88365 0.61891 0.99957  0.306

Force components x, y, z for each atom (eV/Å):
-1.585 -0.114 -0.059
1.207 0.367 -0.343
0.450 -0.087 -0.328
0.357 -0.245 0.443
0.141 -0.046 0.095
-0.321 -0.254 -0.324
-0.228 0.111 0.513
0.004 0.283 0.001
-0.257 0.158 -0.234
0.786 -0.362 1.256
-0.338 0.242 -0.597
-0.073 0.050 -0.238
-0.019 0.149 0.192
0.080 -0.260 -0.163
0.048 -0.070 -0.142
-0.252 0.077 -0.072

2S+1: 2
LUMO level (spin up / spin down) in Ha: 0.03789 / -0.06640
Molar mass in Da: 91.20
Total energy in Eh: -557.12387
Expectation value of S²: 0.753
Energy above the lowest of the compared OMol25 structures with the same formula, charge and spin in kcal/mol: 2.0
E_HOMO (spin up / spin down) in eV: -9.254 / -8.843
Orbital gap (spin up / spin down) in eV: 10.28 / 7.04

***

Formula: C4H11S2
Source: the OMol25 dataset
Level of theory: wB97M-V/def2-TZVPD

Each line ends with the Mulliken charge.
Element x y z (Å)
C -1.10698 1.56280 -1.10865  -1.094
C -1.67807 0.34490 -0.39775  -0.236
C -1.10809 0.19071 1.01061  -0.731
S -1.23614 -1.48508 1.68812  -0.317
H -1.55168 1.63967 -2.10616  0.325
H -0.02935 1.46036 -1.24568  0.251
H -1.33389 2.49408 -0.58672  0.305
H -2.76789 0.45177 -0.33478  0.323
H -1.46352 -0.56180 -0.95634  0.267
H -1.61974 0.85642 1.70987  0.388
H -0.05296 0.45541 0.99613  0.233
H -0.08305 -1.88329 1.05296  0.039
C 2.93107 -1.07417 0.12550  -0.741
S 1.36412 -1.49705 -0.74930  -0.630
H 3.00601 0.00974 0.22151  0.177
H 2.94142 -1.52264 1.11952  0.191
H 3.78873 -1.44186 -0.43885  0.247

Force components x, y, z for each atom (eV/Å):
-0.122 -0.128 -0.450
-0.152 0.175 0.323
-0.137 0.155 -0.018
0.047 -0.020 0.203
0.043 0.077 0.001
0.009 -0.018 0.130
0.062 0.033 0.144
-0.002 -0.166 -0.005
0.117 -0.006 -0.119
0.012 0.057 -0.007
0.082 -0.083 0.009
-0.110 -0.030 -0.236
-0.536 -0.087 -0.317
0.286 -0.062 0.110
0.180 0.037 0.101
0.112 0.033 0.065
0.108 0.033 0.065

LUMO level in Ha: 0.13175
Total charge: -1
Molar mass in Da: 123.27
Total energy in Eh: -955.40291
Energy above the lowest of the compared OMol25 structures with the same formula, charge and spin in kcal/mol: 0.0
E_HOMO in eV: -2.673
Orbital gap in eV: 6.26